Entry 1:
8 unconnected molecules or ions with the total composition C35H53N3O19, computed with ωB97M-V/def2-TZVPD.

- LUMO energy (eV) = -1.9552
- gap between HOMO and LUMO (eV) = 7.05
- max |F| (Eh/bohr) = 0.0731

Geometry as ORCA input:
```
! wB97M-V def2-TZVPD RIJCOSX def2/J DEFGRID3
* xyz 0 1
O -1.0118 -0.4450 -3.6208
C 0.1322 -0.5524 -4.0437
C 0.7672 -1.8192 -4.3936
C 2.0582 -1.8917 -4.8996
O 2.4251 -3.0892 -5.3547
C 2.8519 -0.7143 -5.2938
O 3.9299 -0.7304 -5.8858
C 2.3198 0.5542 -4.6985
C 1.0827 0.6211 -4.1209
O 0.6376 1.7616 -3.4889
H 0.2233 -2.7380 -4.2308
H 2.8899 -3.0095 -6.1909
H 3.0396 1.3576 -4.6454
H -0.2107 1.4895 -3.1312
O 2.0111 -1.1553 0.5652
C 0.9871 -0.4613 0.3607
C -0.3149 -1.0262 0.7663
C -1.4759 -0.4220 0.6866
O -2.6109 -1.1758 0.9905
C -1.6351 0.9803 0.2931
O -2.6770 1.5596 0.1931
C -0.3221 1.5605 -0.1366
C 0.8501 0.8982 -0.1569
O 2.1006 1.5169 -0.4320
H -0.3356 -1.9682 1.2942
H -3.3542 -0.5987 1.1803
H -0.1981 2.6305 -0.2150
H 2.7923 1.1884 0.1470
O -5.2807 -0.2221 2.0214
C -5.7256 -1.1992 2.6822
C -5.7528 -1.2344 4.2001
C -6.1864 -2.3150 4.9182
O -6.1632 -2.3766 6.2706
C -6.7755 -3.5733 4.2283
O -7.1968 -4.6097 4.7286
C -6.6169 -3.5681 2.7598
C -6.2233 -2.4406 2.1031
O -6.2743 -2.5840 0.7347
H -5.4505 -0.3665 4.7675
H -5.9481 -1.5240 6.6560
H -6.8296 -4.4747 2.2127
H -6.2424 -1.7084 0.3424
C 3.1275 -5.0363 4.1684
N 3.3089 -3.6019 4.1246
C 3.3958 -3.0570 2.7824
C 3.4732 -2.8957 5.3123
O 3.5917 -1.6730 5.3719
H 2.9714 -5.4747 5.1540
H 3.9779 -5.5297 3.6978
H 2.3522 -5.2892 3.4451
H 2.7783 -2.1591 2.7595
H 4.4089 -2.8493 2.4381
H 2.9045 -3.6560 2.0157
H 3.6179 -3.6511 6.1002
C 0.7370 6.6015 -0.1924
N -0.0999 5.7367 0.6274
C 0.6275 4.7203 1.4102
C -1.4182 5.6949 0.4400
O -2.0695 6.4071 -0.2618
H 1.4597 7.1685 0.3944
H 0.0843 7.3139 -0.6970
H 1.2781 6.0938 -0.9909
H -0.0471 4.2732 2.1403
H 1.1210 4.0039 0.7534
H 1.3206 5.4077 1.8953
H -1.8532 4.9718 1.1472
C 6.1915 3.5763 2.6082
N 5.0883 2.7792 2.0985
C 3.8820 3.4862 1.8759
C 5.1271 1.4704 1.8555
O 4.1990 0.8323 1.3441
H 6.0595 3.7725 3.6722
H 6.2798 4.5311 2.0899
H 7.1252 3.0152 2.5694
H 3.2743 3.4206 2.7784
H 4.0778 4.5585 1.8652
H 3.2701 3.0574 1.0823
H 6.0430 1.0468 2.2959
C -0.1883 -3.6360 -1.6583
O 0.4683 -4.8591 -1.5258
C 1.3764 -4.8314 -0.3936
C 1.7588 -6.2100 0.0730
O 0.7694 -6.8736 0.8806
C -0.2493 -7.5339 0.2157
H -0.7676 -3.6775 -2.5806
H 0.4499 -2.7594 -1.5470
H -0.9290 -3.7032 -0.8615
H 1.0123 -4.2810 0.4739
H 2.3139 -4.3136 -0.5964
H 2.6845 -6.1348 0.6436
H 2.1382 -6.8968 -0.6836
H 0.2883 -8.3627 -0.2449
H -0.8042 -7.0624 -0.5955
H -0.9803 -7.8443 0.9623
C -2.4428 6.1405 -4.9148
O -1.9192 4.9012 -4.6899
C -1.5442 4.6493 -3.3350
C -2.5053 3.6543 -2.6377
O -2.6892 2.3778 -3.3468
C -3.4791 2.4460 -4.5060
H -2.8557 6.2360 -5.9191
H -1.8113 6.9579 -4.5667
H -3.3240 6.1902 -4.2753
H -1.4100 5.5246 -2.6995
H -0.5353 4.2627 -3.1911
H -3.4734 4.1230 -2.4612
H -2.0117 3.3588 -1.7120
H -3.5099 3.1906 -5.3014
H -4.5217 2.2348 -4.2684
H -3.2608 1.5405 -5.0723
*
```

Atomic partial charges in e from the Mulliken method, atoms 1 to 4: -0.573 0.971 -0.728 0.253

=====

Entry 2:
A molecular structure, C35H54BaN6O10P2, computed with ωB97M-V/def2-TZVPD.

- ΔE to the lowest compared entry with this formula, charge and spin (kJ/mol) = 119.4
- LUMO energy (eV) = 0.2820
- gap between HOMO and LUMO (eV) = 6.34
- max |F| (Eh/bohr) = 0.0546

Geometry as ORCA input:
```
! wB97M-V def2-TZVPD RIJCOSX def2/J DEFGRID3
* xyz 0 1
Ba 0.6452 0.0044 1.0060
C 3.5976 -0.8625 -3.6275
N 3.3737 0.4892 -3.1461
C 3.9184 1.5753 -3.9481
C 2.6980 0.6790 -1.9947
O 2.2086 -0.2484 -1.3579
C 2.4944 2.1151 -1.5097
O 2.6074 2.1029 -0.1072
C 2.3781 3.3873 0.4564
C 2.0034 3.1491 1.9144
O 1.0766 2.3762 2.1336
N 2.6734 3.7666 2.8984
C 2.3424 3.4414 4.2804
C 3.7438 4.7232 2.6684
H 4.6628 -1.0184 -3.8067
H 3.0549 -1.0309 -4.5616
H 3.2552 -1.5682 -2.8785
H 4.8276 1.9963 -3.5145
H 3.1917 2.3717 -4.0997
H 4.1671 1.1718 -4.9280
H 1.4837 2.4263 -1.8119
H 3.2194 2.8086 -1.9443
H 1.5171 3.8664 -0.0224
H 3.2590 4.0169 0.3180
H 1.7122 2.5591 4.3000
H 1.8136 4.2715 4.7521
H 3.2650 3.2340 4.8242
H 3.4550 5.4881 1.9492
H 4.6638 4.2370 2.3367
H 3.9459 5.2253 3.6120
C -0.7249 -0.5100 5.8020
C 0.4510 -0.6369 6.5266
C 1.6445 -0.8067 5.8588
C 1.6693 -0.8648 4.4622
N 0.5227 -0.7262 3.7701
C -0.6253 -0.5518 4.4262
C 2.9571 -1.0355 3.7009
C 4.0012 -1.7196 4.3295
C 5.2315 -1.8466 3.7057
C 5.4087 -1.2748 2.4490
C 4.3432 -0.6240 1.8365
C 3.0679 -0.4791 2.4104
H -1.6828 -0.3610 6.2800
H 0.4374 -0.5864 7.6090
H 2.5739 -0.8681 6.4097
H -1.5097 -0.4172 3.8095
H 3.8566 -2.1850 5.3011
H 6.0365 -2.3873 4.1885
H 6.3695 -1.3542 1.9496
H 4.5222 -0.2125 0.8413
C -0.8520 -3.2323 -3.8309
C -0.3261 -2.9880 -2.4403
C 0.7070 -3.9908 -2.0003
O -1.5094 -3.0816 -1.5646
P -1.5350 -2.4623 -0.1357
O -0.1840 -2.1643 0.4407
C -2.6115 -1.0080 -0.1814
P -2.0199 0.5399 -0.9742
O -0.6330 1.0964 -0.7978
O -3.1378 1.6365 -1.0953
C -4.5407 1.3667 -1.3386
C -5.0430 2.5330 -2.1547
C -5.2531 1.2209 -0.0142
O -2.0606 -0.1138 -2.4524
C -1.7410 0.7502 -3.5724
C -2.7442 0.4672 -4.6655
C -0.3072 0.4985 -3.9903
O -2.3041 -3.4841 0.7390
C -3.3257 -4.4719 0.3894
C -2.6633 -5.6985 -0.1937
C -4.4137 -3.8937 -0.4852
H -0.0526 -3.0960 -4.5606
H -1.6619 -2.5426 -4.0629
H -1.2258 -4.2549 -3.9184
H 0.0751 -1.9750 -2.3623
H 0.2882 -4.9996 -2.0218
H 1.0751 -3.7793 -0.9990
H 1.5521 -3.9552 -2.6908
H -2.9231 -0.8357 0.8492
H -3.4854 -1.2939 -0.7684
H -4.6260 0.4460 -1.9246
H -4.9000 3.4583 -1.5951
H -6.1058 2.4107 -2.3679
H -4.5043 2.6195 -3.0969
H -5.1979 2.1566 0.5438
H -4.8093 0.4439 0.6046
H -6.3033 0.9765 -0.1857
H -1.8328 1.7929 -3.2570
H -2.6858 -0.5817 -4.9653
H -2.5356 1.0871 -5.5383
H -3.7622 0.6712 -4.3367
H -0.1915 -0.5126 -4.3819
H 0.3577 0.6205 -3.1358
H -0.0174 1.2052 -4.7719
H -3.7512 -4.7205 1.3616
H -2.2414 -5.4803 -1.1734
H -3.4041 -6.4920 -0.3017
H -1.8694 -6.0534 0.4619
H -4.0256 -3.5937 -1.4602
H -4.8985 -3.0394 -0.0121
H -5.1721 -4.6605 -0.6473
O -2.2020 1.0683 1.4558
N -2.0095 2.0874 2.2135
C -1.6091 3.2125 1.7159
C -1.3212 4.2352 2.7034
N -1.0462 5.0671 3.4483
C -1.2775 3.5567 0.3472
N -1.0071 3.9243 -0.7086
*
```

Atomic partial charges in e from the Mulliken method, atoms 1 to 4: 1.596 -1.177 0.382 -1.195

=====

Entry 3:
A molecular structure, C35H54BaN6O10P2, computed with ωB97M-V/def2-TZVPD.

- ΔE to the lowest compared entry with this formula, charge and spin (kJ/mol) = 570.4
- LUMO energy (eV) = 0.1845
- gap between HOMO and LUMO (eV) = 6.06
- max |F| (Eh/bohr) = 0.2654

Geometry as ORCA input:
```
! wB97M-V def2-TZVPD RIJCOSX def2/J DEFGRID3
* xyz 0 1
Ba 0.1788 -0.3826 0.6110
C 3.2275 3.5586 4.0957
N 2.7503 3.8230 2.7468
C 2.1338 5.1146 2.5098
C 2.6920 2.8700 1.7766
O 2.2243 3.0693 0.6709
C 3.2652 1.5189 2.1969
O 2.9913 0.4644 1.3134
C 3.9288 0.1477 0.3203
C 3.3633 0.3370 -1.0878
O 2.2982 0.9029 -1.2885
N 4.1329 -0.1558 -2.0826
C 3.6753 -0.0630 -3.4597
C 5.3730 -0.8808 -1.8459
H 3.3743 4.5112 4.6005
H 2.5113 2.9678 4.6738
H 4.1848 3.0381 4.0882
H 2.8864 5.9061 2.4747
H 1.6139 5.0793 1.5569
H 1.4188 5.3409 3.3039
H 4.3430 1.6086 2.3721
H 2.7718 1.2202 3.1255
H 4.8425 0.7445 0.4165
H 4.1837 -0.9079 0.4536
H 2.7822 0.5534 -3.4829
H 4.4455 0.4011 -4.0784
H 3.4446 -1.0542 -3.8545
H 5.2247 -1.7466 -1.1980
H 5.7424 -1.2402 -2.8025
H 6.1370 -0.2391 -1.4014
C -0.2489 3.0445 5.0829
C 0.0685 2.2786 6.1975
C 0.3832 0.9434 6.0361
C 0.3438 0.3589 4.7586
N 0.0796 1.1254 3.6899
C -0.2007 2.4146 3.8506
C 0.5833 -1.0906 4.5282
C 0.4741 -1.9654 5.6196
C 0.6805 -3.3233 5.4576
C 1.0329 -3.8005 4.2008
C 1.1302 -2.9186 3.1314
C 0.8868 -1.5340 3.2239
H -0.5137 4.0902 5.1695
H 0.0715 2.7246 7.1849
H 0.6630 0.3618 6.9019
H -0.3954 2.9715 2.9364
H 0.1942 -1.6026 6.6031
H 0.5593 -4.0000 6.2949
H 1.2151 -4.8612 4.0570
H 1.4036 -3.3308 2.1604
C -5.3048 0.3753 -0.7652
C -4.0205 0.7125 -0.0369
C -4.2391 1.7982 1.0023
O -3.0879 1.1430 -1.0751
P -1.5349 1.2640 -0.8156
O -1.2042 1.2321 0.6177
C -0.6085 0.0722 -1.7753
P -1.0703 -1.6334 -1.4646
O -0.9548 -2.1392 -0.0878
O -0.4896 -2.5966 -2.5843
C -0.8026 -2.4708 -4.0080
C -0.8811 -3.8840 -4.5517
C 0.2460 -1.6659 -4.7642
O -2.6416 -1.5810 -1.8383
C -3.3463 -2.8545 -1.7229
C -4.3797 -2.9240 -2.8329
C -3.9739 -3.0213 -0.3492
O -1.1231 2.6370 -1.4573
C -1.7691 3.4512 -2.4646
C -2.9194 4.2317 -1.8532
C -2.1837 2.6492 -3.6874
H -6.0191 -0.0725 -0.0749
H -5.1011 -0.3179 -1.5772
H -5.7422 1.2825 -1.1859
H -3.6174 -0.1800 0.4469
H -4.6174 2.7047 0.5269
H -3.3176 2.0278 1.5328
H -4.9763 1.4471 1.7244
H 0.4318 0.2300 -1.4818
H -0.7216 0.3045 -2.8297
H -1.7749 -1.9880 -4.1031
H 0.0968 -4.3584 -4.4592
H -1.1630 -3.8573 -5.6042
H -1.6116 -4.4755 -4.0000
H 1.2114 -2.1686 -4.6998
H 0.3698 -0.6597 -4.3771
H -0.0435 -1.6025 -5.8131
H -2.6257 -3.6644 -1.8665
H -5.1410 -2.1557 -2.6995
H -4.8677 -3.8982 -2.8093
H -3.9193 -2.7940 -3.8120
H -4.7330 -2.2590 -0.1754
H -3.2171 -2.9601 0.4306
H -4.4469 -4.0019 -0.2936
H -0.9858 4.1502 -2.7571
H -3.7588 3.5712 -1.6373
H -3.2499 5.0075 -2.5435
H -2.5953 4.7008 -0.9243
H -2.8910 1.8628 -3.4211
H -1.3133 2.2026 -4.1724
H -2.6641 3.3134 -4.4051
O 1.4507 -1.6336 -1.0578
N 2.0532 -2.6027 -0.4792
C 2.6055 -3.4851 -1.2545
C 3.3620 -4.5477 -0.6552
N 4.0157 -5.4071 -0.2605
C 2.6210 -3.4618 -2.6882
N 2.6334 -3.4432 -3.8392
*
```

Atomic partial charges in e from the Mulliken method, atoms 1 to 4: 2.246 -0.947 0.318 -1.127

=====

Entry 4:
A molecular structure, C35H54BrCaN3OP2, computed with ωB97M-V/def2-TZVPD.

- LUMO energy (spin up / spin down) (eV) = -6.5853 / -6.5902
- gap between HOMO and LUMO (spin up / spin down) (eV) = 6.47 / 6.46
- max |F| (Eh/bohr) = 0.0582

Geometry as ORCA input:
```
! wB97M-V def2-TZVPD RIJCOSX def2/J DEFGRID3
* xyz 2 1
N -4.6473 -1.5353 3.3755
C -4.0459 -0.4828 3.9451
C -4.0484 0.7834 3.3434
C -4.6855 0.9390 2.0893
C -5.3438 -0.1824 1.5271
C -5.3118 -1.3977 2.2216
C -4.4851 2.1437 1.3234
Ca 0.5575 1.4445 -0.5842
P 3.4248 0.0635 -1.8392
C -4.3797 2.1153 -0.0489
C -3.1346 2.4612 -0.7181
C -2.8976 2.0399 -2.0517
C -1.6547 2.2852 -2.6465
C -0.7637 3.0168 -1.8947
C -0.9570 3.5551 -0.6287
C -2.1648 3.2056 -0.0071
Br 1.2841 3.2451 -2.6458
H -4.3906 3.0953 1.8549
H -5.1785 1.7203 -0.6792
H -3.4755 1.6134 3.7769
H -5.8291 -0.1302 0.5515
H -3.5152 -0.6367 4.8903
H -5.7999 -2.2785 1.8003
H -3.7040 1.5067 -2.5721
H -2.4095 3.5459 1.0077
H -1.4308 1.9683 -3.6670
H -0.2205 4.1640 -0.1088
P -0.2535 -1.7062 -0.4781
C 3.8891 1.7125 -1.1066
C 4.6791 2.7218 -1.9528
H 4.4344 1.5077 -0.1703
H 2.9561 2.2384 -0.7972
H 4.6498 3.6973 -1.4383
H 5.7371 2.4465 -2.0747
H 4.2294 2.8745 -2.9439
C 2.9804 0.3444 -3.6165
C 4.1010 0.4512 -4.6453
H 2.3314 1.2387 -3.6748
H 2.3292 -0.5118 -3.8746
H 3.6514 0.6537 -5.6309
H 4.8037 1.2687 -4.4334
H 4.6613 -0.4888 -4.7280
C 4.9458 -0.9549 -1.8582
C 6.2575 -0.1863 -1.9023
H 4.8860 -1.6808 -2.6846
H 4.8924 -1.5459 -0.9265
H 7.0917 -0.8925 -1.8249
H 6.3898 0.3680 -2.8372
H 6.3441 0.5144 -1.0679
C 0.6344 -3.1840 0.2082
C 2.0381 -3.4485 -0.3221
H -0.0083 -4.0609 0.0273
H 0.6722 -3.0257 1.2959
H 2.3955 -4.4089 0.0712
H 2.0712 -3.5054 -1.4162
H 2.7497 -2.6816 0.0020
C -0.2414 -2.1855 -2.2675
C -1.2997 -1.4899 -3.1157
H -0.3612 -3.2798 -2.3048
H 0.7690 -1.9502 -2.6389
H -1.2843 -1.9063 -4.1307
H -2.3094 -1.6348 -2.7118
H -1.1234 -0.4101 -3.2010
C -1.9845 -2.1947 -0.0269
C -2.1725 -2.7773 1.3701
H -2.3486 -2.9019 -0.7892
H -2.5781 -1.2717 -0.1272
H -3.2015 -3.1383 1.4851
H -1.5001 -3.6180 1.5768
H -2.0164 -2.0177 2.1458
C 1.6153 3.5110 7.5078
C 0.7734 2.2698 7.7259
N 0.9222 1.3066 6.6362
C 0.6270 -0.0992 7.0140
C -0.7334 -0.6214 6.5745
C 0.5562 1.7434 5.3649
O -0.0504 2.7959 5.1752
C 1.0163 0.9365 4.1731
C 2.0790 0.0271 4.2626
C 2.4900 -0.6306 3.1089
C 1.9601 -0.2283 1.8780
N 1.0354 0.7541 1.7606
C 0.4943 1.2498 2.9072
H 2.6459 3.2318 7.2629
H 1.6259 4.1154 8.4182
H 1.1927 4.1042 6.6951
H 1.0741 1.7514 8.6419
H -0.2873 2.5532 7.8144
H 1.4156 -0.7518 6.6123
H 0.7182 -0.1354 8.1063
H -0.7225 -0.9149 5.5194
H -0.9949 -1.5083 7.1642
H -1.5112 0.1340 6.7328
H 2.5613 -0.1331 5.2224
H 3.2177 -1.4361 3.1206
H 2.2881 -0.7044 0.9446
H -0.3613 1.9364 2.8184
*
```

Atomic partial charges in e from the Mulliken method, atoms 1 to 4: -0.499 -0.522 -0.381 0.633